C10H18Cl2GdN2O2P as an isolated structure at a distorted geometry, computed with the ωB97M-V functional and the def2-TZVPD basis.

**Lowest unoccupied orbital energy (spin up / spin down)**: -7.945 / -10.960 eV
**Multiplicity**: 8
**HOMO (spin up / spin down)**: -15.7 / -15.7 eV
**<S²>**: 16.06
**Net charge**: +2

Structure (XYZ):
```
36
Properties=species:S:1:pos:R:3:lowdin_spin:R:1
C 0.66 -4.08 -1.51 0.000
C 0.56 -2.79 -0.83 0.000
H -0.28 -4.54 -1.80 0.000
H 1.25 -4.79 -0.88 0.000
H 1.23 -3.89 -2.43 0.000
O -0.44 -2.22 -0.42 0.001
Cl 2.20 -2.19 -0.59 -0.001
Gd 0.51 1.87 0.97 6.805
P 0.05 1.26 -2.04 0.065
C -1.46 1.74 -2.95 0.013
C 1.20 2.53 -2.68 0.004
H 1.45 -0.57 -2.89 0.000
H 0.51 0.23 -4.20 0.003
H -0.27 -0.92 -3.09 0.000
C 0.48 -0.13 -3.15 0.013
H 2.21 2.16 -2.46 0.000
H 1.04 2.62 -3.77 0.001
H -1.21 1.89 -4.01 0.003
H -1.87 2.66 -2.54 0.000
H 1.03 3.49 -2.16 0.000
H -2.20 0.95 -2.84 0.000
C -1.59 0.80 0.35 -0.018
O -2.58 0.24 0.12 0.006
Cl 1.06 4.22 1.23 0.117
C -0.72 1.80 3.93 -0.003
C -0.29 0.41 3.61 -0.002
N 0.42 0.01 2.54 -0.007
C 0.61 -1.40 2.72 0.001
C -0.13 -1.81 3.81 0.000
N -0.67 -0.65 4.35 0.000
H -1.42 1.79 4.78 0.000
H 0.14 2.43 4.22 0.000
H -1.24 2.27 3.06 -0.002
H 1.28 -1.97 2.09 0.000
H -0.27 -2.77 4.28 0.000
H -1.26 -0.63 5.19 0.000
```

***

C10H18F5N3O2RuSeSiTe as an isolated structure, computed with the ωB97M-V functional and the def2-TZVPD basis.

**Lowest unoccupied orbital energy (spin up / spin down)**: -7.658 / -9.752 eV
**Multiplicity**: 5
**HOMO (spin up / spin down)**: -16.0 / -16.0 eV
**ΔE to the lowest compared entry with this formula, charge and spin**: 0.0 kcal/mol
**<S²>**: 6.03
**Net charge**: +2

Structure (XYZ):
```
42
Properties=species:S:1:pos:R:3:lowdin_spin:R:1
Ru -0.35 0.00 1.04 2.282
C 1.44 -0.07 3.62 0.003
O 1.01 -0.80 2.40 0.030
H 2.22 -0.67 4.08 0.000
H 0.58 0.07 4.26 0.001
H 1.83 0.88 3.28 0.000
H 0.72 -1.68 2.68 0.002
F -2.23 3.11 0.68 0.015
Te -3.16 1.53 1.26 0.025
F -0.10 1.61 1.95 0.108
F -3.94 -0.21 1.00 0.012
F -1.67 -0.40 2.44 0.122
F -4.31 1.97 -0.11 0.002
O -1.71 0.70 0.09 0.354
Se 2.57 -3.91 -0.43 -0.005
N 1.14 -4.85 -0.81 0.011
C 0.09 -4.09 -0.56 0.001
C -1.26 -4.50 -0.72 0.026
C -2.23 -3.59 -0.41 0.001
C -1.89 -2.30 0.06 0.016
N -0.64 -1.87 0.21 -0.001
C 0.39 -2.76 -0.09 0.004
N 1.66 -2.45 0.03 0.002
H -1.49 -5.49 -1.07 0.001
H -3.28 -3.83 -0.49 0.000
H -2.67 -1.61 0.32 0.001
C 0.83 3.76 -0.54 0.058
Si 0.71 2.08 -1.28 0.161
C 2.70 2.22 -2.40 0.591
C -0.43 1.75 -2.68 0.030
C 1.16 0.66 -0.17 0.016
H 0.82 4.54 -1.30 0.001
H 1.70 3.87 0.10 0.000
H -0.07 3.87 0.07 0.016
H 2.45 3.08 -3.01 0.028
H 2.60 1.23 -2.83 0.034
H 3.40 2.37 -1.59 0.026
H -0.45 2.58 -3.39 0.001
H -1.44 1.62 -2.30 0.008
H -0.15 0.84 -3.22 0.000
H 1.94 0.97 0.53 0.006
H 1.50 -0.22 -0.71 0.013
```

***

Question: Which value of net charge does entry 1 give?
Answer: +2

***

What did the second record say?
C10H18F5N3O2RuSeSiTe as an isolated structure, computed with the ωB97M-V functional and the def2-TZVPD basis.

**Lowest unoccupied orbital energy (spin up / spin down)**: -7.658 / -9.752 eV
**Multiplicity**: 5
**HOMO (spin up / spin down)**: -16.0 / -16.0 eV
**ΔE to the lowest compared entry with this formula, charge and spin**: 0.0 kcal/mol
**<S²>**: 6.03
**Net charge**: +2

Structure (XYZ):
```
42
Properties=species:S:1:pos:R:3:lowdin_spin:R:1
Ru -0.35 0.00 1.04 2.282
C 1.44 -0.07 3.62 0.003
O 1.01 -0.80 2.40 0.030
H 2.22 -0.67 4.08 0.000
H 0.58 0.07 4.26 0.001
H 1.83 0.88 3.28 0.000
H 0.72 -1.68 2.68 0.002
F -2.23 3.11 0.68 0.015
Te -3.16 1.53 1.26 0.025
F -0.10 1.61 1.95 0.108
F -3.94 -0.21 1.00 0.012
F -1.67 -0.40 2.44 0.122
F -4.31 1.97 -0.11 0.002
O -1.71 0.70 0.09 0.354
Se 2.57 -3.91 -0.43 -0.005
N 1.14 -4.85 -0.81 0.011
C 0.09 -4.09 -0.56 0.001
C -1.26 -4.50 -0.72 0.026
C -2.23 -3.59 -0.41 0.001
C -1.89 -2.30 0.06 0.016
N -0.64 -1.87 0.21 -0.001
C 0.39 -2.76 -0.09 0.004
N 1.66 -2.45 0.03 0.002
H -1.49 -5.49 -1.07 0.001
H -3.28 -3.83 -0.49 0.000
H -2.67 -1.61 0.32 0.001
C 0.83 3.76 -0.54 0.058
Si 0.71 2.08 -1.28 0.161
C 2.70 2.22 -2.40 0.591
C -0.43 1.75 -2.68 0.030
C 1.16 0.66 -0.17 0.016
H 0.82 4.54 -1.30 0.001
H 1.70 3.87 0.10 0.000
H -0.07 3.87 0.07 0.016
H 2.45 3.08 -3.01 0.028
H 2.60 1.23 -2.83 0.034
H 3.40 2.37 -1.59 0.026
H -0.45 2.58 -3.39 0.001
H -1.44 1.62 -2.30 0.008
H -0.15 0.84 -3.22 0.000
H 1.94 0.97 0.53 0.006
H 1.50 -0.22 -0.71 0.013
```

***

Question: Number 1 is which compound?
Answer: C10H18Cl2GdN2O2P